Below is one molecule with the formula C4H7N3, with properties calculated with ωB97M-V/def2-TZVPD.

## Properties
Gap between HOMO and LUMO (eV): 9.9
LUMO level (eV): 0.612
Highest occupied orbital energy (Ha): -0.340
Maximum force (eV/Å): 3.5
Energy above the lowest of the compared OMol25 structures with the same formula, charge and spin (kJ/mol): 132.7
Structure (SMILES): [H]/N=C1\CCN\C1=N\[H]

CARTESIAN COORDINATES (ANGSTROEM)
C  -0.11612  -1.20457  0.31930
C  0.99302  -0.38549  0.94015
N  0.47995  0.97471  0.83330
C  -0.29341  1.21459  -0.27871
N  -0.57317  2.36246  -0.75267
C  -0.65578  -0.14730  -0.75504
N  -1.18933  -0.54745  -1.83322
H  -0.91199  -1.45990  -1.44968
H  -0.92247  -1.44191  1.02924
H  0.25686  -2.19700  -0.03261
H  1.91830  -0.53345  0.35960
H  1.18593  -0.63759  1.98131
H  1.00745  1.74239  1.20633
H  -1.17925  2.26052  -1.56729


Below is an isolated ion of composition C4H7N3 and charge +2, with properties calculated with ωB97M-V/def2-TZVPD.

## Properties
Gap between HOMO and LUMO (spin up / spin down) (eV): 8.3 / 8.6
Charge: +2
LUMO level (spin up / spin down) (eV): -12.098 / -12.309
Highest occupied orbital energy (spin up / spin down) (Ha): -0.751 / -0.768
Maximum force (eV/Å): 6.0
Energy above the lowest of the compared OMol25 structures with the same formula, charge and spin (kJ/mol): 745.8
Structure (SMILES): C1=[N+](N=[N+]2CC2)C1

CARTESIAN COORDINATES (ANGSTROEM)
C  -2.91304  -0.51390  0.11970
C  -2.42257  0.82646  -0.08821
C  2.25441  -0.84948  -0.07618
C  1.77028  0.61786  0.02609
N  -0.62481  -1.14242  0.00016
N  -1.61440  -0.42398  0.00816
N  0.95209  -0.47756  -0.13276
H  -3.68638  -1.24524  0.30488
H  -2.50304  1.30158  -1.07271
H  -2.41780  1.54333  0.73912
H  2.74561  -1.19965  -0.99336
H  2.63740  -1.40444  0.78839
H  1.77709  1.14988  0.98117
H  1.91045  1.30059  -0.81834


Below is C4H7N3O as an isolated structure, with properties calculated with ωB97M-V/def2-TZVPD.

## Properties
Gap between HOMO and LUMO (eV): 8.9
LUMO level (eV): 0.605
Highest occupied orbital energy (Ha): -0.305
Maximum force (eV/Å): 6.6
Energy above the lowest of the compared OMol25 structures with the same formula, charge and spin (kJ/mol): 750.6

CARTESIAN COORDINATES (ANGSTROEM)
C  -2.27111  -0.43494  0.13669
C  -0.82370  1.31782  -0.19375
C  0.45871  1.55166  0.00655
C  1.18154  0.32260  0.15761
H  -2.91609  -1.38757  -0.73871
H  -3.13640  0.56832  0.21792
H  -1.96218  -0.72788  1.24307
H  -1.66285  1.96619  0.01314
H  0.86215  2.53074  0.14567
H  3.17226  0.63031  0.04904
H  1.13682  -1.45022  -0.94448
N  -1.08492  0.04812  -0.27156
N  2.40993  -0.14902  -0.03656
N  0.11705  -0.52011  0.25570
O  0.39240  -1.79070  -0.03265